The following is a DFT calculation (wB97M-V/def2-TZVPD) of C7H10N2O as an isolated structure in a non-equilibrium geometry.

Positions of all 20 atoms, in Å:
O: -0.2266 -1.3003 -1.8327
N: 2.0089 -0.3949 0.0513
N: -0.7409 -2.2267 0.1442
C: 0.5915 -0.0932 0.0490
C: -1.3870 0.8615 0.9456
C: -0.1943 -1.2711 -0.4964
C: -1.2538 1.3610 -0.2921
C: 0.0575 0.5740 1.3654
C: 0.2582 1.3325 -0.5169
C: 0.7522 1.8750 0.8596
H: -2.2864 0.6668 1.5262
H: -2.0130 1.6917 -0.9984
H: 1.8405 1.8709 0.9758
H: 0.6674 1.6713 -1.4752
H: 0.3140 2.8228 1.1958
H: -0.6893 -2.0673 1.1490
H: -0.0356 -2.2442 -2.0808
H: 2.3501 -0.5375 -0.8956
H: 0.2541 0.1361 2.3510
H: 2.2035 -1.2407 0.5799

**F_max**: 2.18 eV/Å
**E_LUMO**: 0.788 eV
**HOMO**: -8.882 eV
**Gap between HOMO and LUMO**: 9.670 eV
**Relative energy (zero: lowest compared OMol25 entry of this formula, charge and spin)**: 63.5 kcal/mol
**Spin multiplicity**: 1
**Net charge**: 0

What are the Löwdin partial charges on each atom? They are as follows, in elementary charge units: 0.063, 0.104, 0.165, -0.409, -0.049, -0.472, -0.043, -0.188, -0.180, -0.080, 0.108, 0.110, 0.102, 0.140, 0.113, 0.052, 0.142, 0.093, 0.136, 0.093

=====

The following is a DFT calculation (wB97M-V/def2-TZVPD) of C23H23Cl5O3OsSSi2 as an isolated structure in a non-equilibrium geometry.

Positions of all 58 atoms, in Å:
Os: 0.8334 -0.1368 1.0629
Cl: 4.1559 -0.0540 -0.0174
Cl: 0.7210 -0.2812 4.0626
Cl: 6.0088 0.1847 5.0161
Cl: 6.4931 0.1662 1.9514
Cl: 3.0741 -0.0313 6.1179
S: 0.6361 -0.3147 -1.5172
Si: -0.7427 1.5967 1.6308
Si: -0.8912 -1.8510 1.4271
O: -0.7271 -0.3280 -0.9676
O: 1.4058 -1.5148 -1.2215
O: 1.2861 0.8320 -0.7862
C: -0.6121 2.5666 3.2273
C: 0.6303 -0.0254 -3.2241
C: 2.4809 -0.0708 2.1398
C: -4.8519 -0.6743 1.4744
C: 0.6906 0.5485 -7.4542
C: 0.6863 0.3824 -5.9618
C: -4.7979 0.7052 1.6063
C: -0.9243 -3.1102 0.0547
C: -2.4250 -0.7738 1.4732
C: -0.3525 0.8943 -5.1897
C: 3.3860 -0.0110 4.4287
C: -3.5683 1.3417 1.6634
C: -3.6737 -1.3996 1.4044
C: -0.7868 2.8675 0.2628
C: 4.6809 0.0820 3.9315
C: 4.8840 0.0728 2.5530
C: -0.3923 0.6972 -3.8201
C: 2.3420 -0.0871 3.5228
C: 3.8041 -0.0165 1.6661
C: 1.7092 -0.3231 -5.3302
C: 1.6898 -0.5376 -3.9640
C: -0.8243 -2.8659 2.9983
C: -2.3663 0.6284 1.6052
H: -1.1468 1.4515 -5.6708
H: -1.0968 -2.3267 3.9010
H: 0.2831 -0.3407 -7.9390
H: -1.6633 -3.8751 0.3137
H: -1.5992 3.5699 0.4721
H: -3.5539 2.4238 1.7501
H: 0.1394 -3.3551 3.1482
H: 2.5290 -0.7179 -5.9174
H: 0.0442 -3.6001 -0.0536
H: -1.3728 3.3534 3.1937
H: 0.1470 3.4313 0.2210
H: 1.7014 0.6919 -7.8348
H: 0.3607 3.0550 3.3157
H: -1.5731 -3.6517 2.8534
H: -1.2108 1.0819 -3.2266
H: -3.7357 -2.4773 1.2875
H: -5.7135 1.2810 1.6585
H: -1.1920 -2.6701 -0.9005
H: -0.9623 2.4186 -0.7130
H: -0.7916 1.9814 4.1260
H: 2.4679 -1.1041 -3.4724
H: 0.0853 1.4000 -7.7620
H: -5.8081 -1.1796 1.4225

**F_max**: 1.76 eV/Å
**E_LUMO (alpha / beta)**: -1.235 / -1.239 eV
**HOMO (alpha / beta)**: -8.225 / -8.226 eV
**Gap between HOMO and LUMO (alpha / beta)**: 6.990 / 6.987 eV
**Relative energy (zero: lowest compared OMol25 entry of this formula, charge and spin)**: 35.6 kcal/mol
**Spin multiplicity**: 1
**Net charge**: 0

What are the Löwdin partial charges on each atom? They are as follows, in elementary charge units: 1.006, 0.731, 0.794, 0.694, 0.687, 0.704, 0.457, 0.472, 0.506, -0.369, -0.338, -0.434, -0.230, -0.281, -0.369, -0.087, -0.045, -0.258, -0.087, -0.202, -0.300, -0.026, -0.706, -0.098, -0.094, -0.202, -0.706, -0.700, -0.031, -0.674, -0.669, -0.024, -0.033, -0.232, -0.287, 0.117, 0.003, 0.089, 0.034, 0.032, 0.098, 0.033, 0.119, 0.036, 0.031, 0.036, 0.081, 0.032, 0.035, 0.120, 0.101, 0.101, 0.022, 0.013, -0.004, 0.120, 0.078, 0.101

=====

The following is a DFT calculation (wB97M-V/def2-TZVPD) of an isolated ion of composition C11H14N and charge +1.

Positions of all 26 atoms, in Å:
N: -0.8932 0.4540 0.5593
C: -2.0613 -2.0026 0.8251
C: -1.4927 0.1164 1.7212
C: 0.9295 1.9021 1.2135
C: -2.0816 -1.1066 1.8883
C: -0.3290 1.8310 0.4869
C: 2.1673 -0.7259 -0.9204
C: -0.8275 -0.3942 -0.4864
C: -0.1654 -0.0221 -1.7835
C: -1.4375 -1.6334 -0.3474
C: 1.9677 1.9716 1.8048
C: 1.3340 0.3052 -1.7173
H: 1.6863 0.3081 -2.7481
H: -2.5598 -1.3448 2.8267
H: -1.0580 2.4942 0.9532
H: 2.7185 -0.2304 -0.1241
H: -1.4899 0.8486 2.5159
H: -0.2870 -0.8765 -2.4453
H: -0.7223 0.8113 -2.2241
H: 1.5322 1.3075 -1.3395
H: 2.8498 1.8816 2.3978
H: -1.4212 -2.3266 -1.1761
H: -0.2203 2.1287 -0.5514
H: -2.5321 -2.9715 0.9221
H: 1.5680 -1.5377 -0.5092
H: 2.9202 -1.1711 -1.5692

**Structure (SMILES)**: C#CC[n+]1ccccc1CCC
**F_max**: 0.52 eV/Å
**E_LUMO**: -4.258 eV
**HOMO**: -14.146 eV
**Gap between HOMO and LUMO**: 9.887 eV
**Relative energy (zero: lowest compared OMol25 entry of this formula, charge and spin)**: 39.0 kcal/mol
**Spin multiplicity**: 1
**Net charge**: +1

What are the Löwdin partial charges on each atom? They are as follows, in elementary charge units: 0.022, 0.011, 0.005, -0.104, 0.002, -0.102, -0.069, -0.165, -0.122, 0.026, 0.167, -0.218, 0.114, 0.129, 0.144, 0.063, 0.153, 0.125, 0.135, 0.089, 0.055, 0.135, 0.122, 0.132, 0.071, 0.078

=====

Q: spin multiplicity of number 1 (C7H10N2O)?
A: 1

=====

Q: Number 1 is which compound?
A: C7H10N2O

=====

Q: Among the records above, which one has the lowest relative energy (zero: lowest compared OMol25 entry of this formula, charge and spin)?
A: C23H23Cl5O3OsSSi2

=====

Q: Look up the spin multiplicity of the first one.
A: 1